# 1
The following is a quantum chemistry calculation of a cluster of 2 separate species, C3H6P2 in total, from the OMol25 dataset.

```
11
Properties=species:S:1:pos:R:3:forces:R:3
C -0.2758 -0.9127 -0.2168 0.4 2.9 0.4
C -0.8656 1.4630 -0.2096 0.5 -1.2 0.4
C -1.1978 2.5989 -0.7908 1.0 -2.8 1.5
P 1.1807 -1.0013 0.4731 0.4 1.8 -0.4
P 1.6376 -3.0784 0.3627 1.2 -1.6 -1.6
H -0.6221 1.5353 0.8017 0.5 -0.4 1.7
H -1.2642 -1.1542 -0.3822 -1.5 -1.0 -0.8
H -1.3699 2.5945 -1.7753 -0.9 0.7 -3.7
H -1.0948 3.4436 -0.1891 -0.2 1.6 0.7
H 2.2320 -3.0324 1.6112 0.5 -0.1 0.6
H 2.9749 -2.9662 -0.4315 -1.8 0.1 1.2
```
Forces are in eV/Å.

* ΔE to the lowest compared entry with this formula, charge and spin: 553.3 kJ/mol
* net charge: 0
* E_tot: -21778.7018 eV


# 2
The following is a quantum chemistry calculation of a cluster of 2 separate species, C3H6P2 in total, from the OMol25 dataset.

```
11
Properties=species:S:1:pos:R:3:forces:R:3
C 3.1982 -0.9936 -0.7497 -0.9 -1.6 2.2
C -0.7251 0.8274 -0.8741 -1.2 2.2 -1.9
C -1.7296 -0.1200 1.6097 2.4 1.6 0.2
P 2.2323 -1.7637 0.2052 0.7 1.0 -1.4
P -0.4413 0.7654 0.9360 -0.9 -1.0 0.5
H 4.1699 -0.6721 -1.0227 0.3 0.6 -0.8
H -1.8270 0.9196 -1.0629 0.8 -0.2 0.2
H -0.2929 1.7400 -1.4722 -0.5 -1.4 1.7
H -0.4068 -0.0040 -1.4805 0.3 -0.7 0.2
H -2.6448 -0.4996 1.2212 -0.4 -0.3 -0.4
H -1.5329 -0.1993 2.6899 -0.5 -0.2 -0.4
```
Forces are in eV/Å.

* structure (SMILES): C=PC.C#P
* ΔE to the lowest compared entry with this formula, charge and spin: 235.2 kJ/mol
* net charge: 0
* E_tot: -21781.9989 eV


# 3
The following is a quantum chemistry calculation of the molecule C3H6S, from the OMol25 dataset.

```
10
Properties=species:S:1:pos:R:3:forces:R:3
C -0.3136 0.5211 0.2293 3.8 -2.7 2.0
C 0.4545 -0.1020 -0.9818 -1.5 1.2 1.6
C -0.5874 -0.8589 -0.1963 -2.2 1.1 -3.1
H 1.1496 1.5801 2.0423 0.2 0.5 -0.2
H -1.0487 1.2060 0.0528 -1.6 1.9 -0.1
H 0.2117 0.4153 -1.8928 0.2 -0.4 -0.4
H 1.4432 -0.3891 -0.7257 0.8 0.0 -0.3
H -1.5602 -1.0457 -0.6758 0.4 0.4 0.1
H -0.2871 -1.7385 0.2174 1.1 -1.9 1.9
S 0.5381 0.4118 1.9305 -1.1 -0.1 -1.4
```
Forces are in eV/Å.

* structure (SMILES): SC1CC1
* ΔE to the lowest compared entry with this formula, charge and spin: 92.1 kJ/mol
* net charge: 0
* E_tot: -14041.9122 eV


# 4
The following is a quantum chemistry calculation of the molecule C3H6S, from the OMol25 dataset.

```
10
Properties=species:S:1:pos:R:3:forces:R:3
C 0.3166 -0.4337 0.4813 1.5 3.1 -0.4
C -0.5702 0.7503 -0.1375 0.8 -2.6 -0.1
C -0.8844 -0.7716 -0.3615 2.9 0.9 -0.5
H 2.1240 1.2073 0.0874 0.1 -2.5 -0.4
H 0.4459 -0.4949 1.5743 -0.9 -0.3 -0.7
H -1.3073 1.1308 0.5207 -0.3 0.9 0.5
H -0.0647 1.4293 -0.9071 -1.1 -1.4 1.1
H -1.5614 -1.3481 0.2070 -1.3 0.1 0.3
H -0.5938 -1.2273 -1.2941 -0.3 0.0 -0.3
S 2.0953 -0.2419 -0.1705 -1.4 1.9 0.6
```
Forces are in eV/Å.

* structure (SMILES): SC1CC1
* ΔE to the lowest compared entry with this formula, charge and spin: 137.0 kJ/mol
* net charge: 0
* E_tot: -14041.4464 eV


# 5
The following is a quantum chemistry calculation of the molecule C3H6S2, from the OMol25 dataset.

```
11
Properties=species:S:1:pos:R:3:forces:R:3
C -0.0759 1.7547 1.1168 0.3 0.4 0.7
C -0.0073 -0.3759 -0.6969 -0.2 -0.7 1.8
C 0.1182 -1.8747 -0.7943 -1.0 0.9 -0.9
H 0.9630 2.0995 1.1572 -0.2 -0.1 -0.5
H -0.7122 2.3459 0.4728 0.1 -0.4 -0.8
H -0.4782 1.9769 2.0781 -0.2 0.2 1.1
H -0.8984 -2.2661 -0.5653 0.9 -0.2 -0.1
H 0.4309 -2.1149 -1.8036 -0.2 -0.3 -0.1
H 0.8781 -2.1577 -0.1063 0.3 -0.7 0.7
S -0.2027 -0.0207 1.0702 0.2 0.3 -1.7
S -0.0154 0.6330 -1.9287 0.1 0.7 -0.3
```
Forces are in eV/Å.

* structure (SMILES): CSC(C)=S
* ΔE to the lowest compared entry with this formula, charge and spin: 49.4 kJ/mol
* net charge: 0
* E_tot: -24878.1959 eV


# 6
The following is a quantum chemistry calculation of a structure of composition C3H7AgClNO, from the OMol25 dataset.

```
14
Properties=species:S:1:pos:R:3:forces:R:3
Ag -4.4741 1.0700 5.0110 0.1 -0.7 -0.6
Cl -4.0581 -2.2039 2.0262 0.0 0.7 0.6
C 0.4818 1.8925 0.1091 1.0 0.3 -0.3
C 0.9749 0.7778 -0.7396 1.3 -0.8 -4.1
O 1.7046 0.7999 -1.7666 -0.5 2.0 2.0
N 0.5639 -0.4160 -0.4045 -1.4 -4.5 0.7
C 0.8963 -1.7139 -1.1366 -0.2 1.3 -0.3
H 0.1851 2.7109 -0.5469 0.0 0.1 0.4
H 1.4206 2.1135 0.6170 -0.2 0.8 0.4
H -0.2621 1.6010 0.8504 0.0 0.0 -0.3
H -0.3288 -0.5128 0.0580 0.3 0.2 0.5
H -0.0477 -2.1944 -1.3939 0.0 -0.2 0.5
H 1.5697 -2.3652 -0.5794 -0.3 0.2 0.4
H 1.3741 -1.5595 -2.1041 0.1 0.6 0.2
```
Forces are in eV/Å.

* ΔE to the lowest compared entry with this formula, charge and spin: 344.8 kJ/mol
* net charge: 0
* E_tot: -23280.0203 eV


# 7
The following is a quantum chemistry calculation of a structure of composition C3H7AgO2, from the OMol25 dataset.

```
13
Properties=species:S:1:pos:R:3:forces:R:3
C -0.1728 -1.8868 -1.4419 -0.1 -0.6 -0.2
O -0.1203 -0.8748 -0.4329 1.0 0.1 -0.9
C 1.0891 -0.2459 -0.2775 0.4 0.2 0.0
C 1.1870 1.0384 0.0500 -0.2 0.0 1.3
H -0.4757 -2.8159 -0.9480 0.0 0.1 -0.2
H -0.9150 -1.6198 -2.2060 0.3 0.0 0.3
H 0.8177 -2.0114 -1.8983 -0.3 0.0 0.1
H 1.9515 -0.8938 -0.4539 -0.2 0.0 0.5
H 0.3139 1.6949 0.0412 0.1 -0.4 0.2
Ag -1.9367 -0.1585 0.5884 -1.7 -0.2 -1.1
O -1.2063 0.4037 2.2723 0.2 0.7 1.5
H 2.0193 1.3615 0.7026 0.0 0.0 -1.3
H -0.3535 0.1088 2.5949 0.4 -0.2 0.0
```
Forces are in eV/Å.

* multiplicity: 3
* ΔE to the lowest compared entry with this formula, charge and spin: 11.4 kJ/mol
* net charge: 0
* E_tot: -11312.3697 eV


# 8
The following is a quantum chemistry calculation of a structure of composition C3H7AlClInS, from the OMol25 dataset.

```
14
Properties=species:S:1:pos:R:3:forces:R:3
C 1.8011 0.6076 0.7477 0.0 0.2 0.4
C 0.9771 -0.5086 0.6896 -0.9 0.3 -0.2
C 0.4177 -1.0798 -0.4035 1.9 -1.0 -0.8
Al -1.5876 -0.3816 -0.1982 -1.4 0.5 -0.3
S -1.6320 0.6459 1.7773 0.1 -0.4 0.5
Cl -2.3102 0.9615 -1.8998 -0.2 -0.6 1.3
H 2.8224 0.5257 0.4381 0.8 -0.1 -0.3
H 1.4868 1.5528 1.1442 -0.2 0.6 0.3
H 0.7677 -0.9741 1.6586 0.0 -0.1 0.9
H 0.3594 -2.1482 -0.3310 -1.0 -0.7 0.2
H 0.8369 -0.8019 -1.3479 -0.1 0.6 -0.7
H -2.5003 -1.6214 -0.2283 0.2 -0.3 0.0
H -0.7290 1.6094 1.6916 0.2 0.5 -0.2
In -0.7099 1.6125 -3.7382 0.7 0.5 -1.2
```
Forces are in eV/Å.

* net charge: +2
* E_tot: -38332.9468 eV


# 9
The following is a quantum chemistry calculation of a structure of composition C3H7As2Cl4F12Ni2O9P2Y2, from the OMol25 dataset.

```
43
Properties=species:S:1:pos:R:3:forces:R:3
Y 2.3417 1.0364 1.6541 -0.2 0.3 -1.7
Y 1.0629 0.2138 -2.1656 1.1 -0.4 0.5
Ni 0.9029 -2.8212 0.6022 0.9 0.1 0.0
Ni -1.3010 2.1146 -1.1888 0.8 -0.3 0.8
C -1.3128 1.9572 -4.4180 1.8 -0.5 0.0
O -0.8407 1.4750 -3.1821 -1.0 0.7 0.0
H -0.5969 1.6238 -5.1692 -0.4 0.0 -0.3
H -2.3107 1.5770 -4.6363 -0.5 -0.2 0.2
H -1.3580 3.0462 -4.4105 -0.3 0.3 0.3
P -0.2267 -0.8144 0.3147 -0.1 -0.1 -0.7
O -0.8690 -2.1678 0.6358 -3.4 0.9 2.1
O -0.6722 0.3152 -0.6869 -2.4 1.0 2.1
O 0.6382 -1.4039 -0.7330 4.0 -3.4 -7.1
O 1.0040 -0.7143 1.2489 -0.6 1.8 3.8
P 2.0752 2.5733 -0.9584 -0.4 -5.5 3.2
O 2.4847 1.8608 -2.2357 2.0 4.0 -4.4
O 2.8951 2.7366 0.3768 0.7 4.9 -0.9
O 1.8939 1.1176 -0.4219 -1.6 -7.1 3.6
O 0.5346 2.6501 -0.9790 -1.4 4.4 -1.5
As 4.1683 -1.6561 -0.6576 5.5 -1.8 -1.7
F 4.7028 -2.9780 -1.8339 -1.7 2.7 2.1
F 2.8133 -2.6851 -0.0520 0.9 -0.2 -0.1
F 3.5819 -0.4766 0.6050 1.0 -0.8 -0.3
F 5.3975 -0.4796 -1.3077 -2.5 -1.9 1.5
F 3.0046 -0.9172 -1.8747 0.7 -0.9 0.6
F 5.3294 -2.3728 0.5505 -2.5 1.5 -1.7
As -1.2209 2.7034 2.4632 -3.2 1.9 3.7
F -1.9184 1.0282 2.5749 1.2 2.1 -0.5
F 0.3405 1.9031 2.0626 0.4 0.1 0.0
F -0.4606 4.3183 2.2078 -1.0 -2.8 0.0
F -2.8611 3.4358 2.7441 2.9 -1.3 -0.8
F -0.7810 2.6914 4.2011 -0.4 -0.1 -2.7
F -1.5869 2.5482 0.6728 -0.4 0.5 0.3
C -3.5142 -1.9085 -0.8346 -1.0 -0.8 0.9
Cl -5.2816 -2.1921 -0.9087 0.8 0.2 0.1
Cl -2.9689 -1.0560 -2.2589 0.3 0.5 -0.8
H -3.2771 -1.3300 0.0582 -0.2 0.0 -0.2
H -3.0128 -2.8745 -0.7760 -0.1 0.2 -0.2
C -1.9106 -2.7658 3.7533 -0.3 -1.0 -0.2
Cl -0.8191 -1.4504 4.0915 0.2 0.2 -0.1
Cl -1.0563 -4.3110 3.3618 0.2 0.4 0.0
H -2.5021 -2.9545 4.6492 0.0 0.0 -0.3
H -2.5123 -2.5960 2.8605 0.1 0.4 0.4
```
Forces are in eV/Å.

* multiplicity: 6
* net charge: +2
* E_tot: -328773.2328 eV


# 10
The following is a quantum chemistry calculation of a structure of composition C3H7BCaIO5P, from the OMol25 dataset.

```
19
Properties=species:S:1:pos:R:3:forces:R:3
C -2.0631 -2.3046 -1.1377 0.1 -0.9 -0.9
C -0.7808 -1.3613 -1.3966 -0.6 0.8 0.8
B -0.8916 0.1037 -0.6418 -1.8 0.2 -0.6
O -2.0651 0.5486 0.0606 2.3 -0.2 -2.4
O 0.2810 0.9628 -0.7527 -0.2 -1.2 4.1
C 0.4228 1.8336 0.3662 -2.5 8.0 -2.5
O 0.1999 3.0609 0.1770 1.5 -6.3 1.3
O 0.7460 1.4075 1.7005 1.6 -1.2 -2.7
P 2.4313 1.0829 1.9085 1.5 2.5 2.2
O 3.0881 2.3946 2.8176 -1.0 -3.3 -1.5
I 3.6834 1.1090 -0.1977 -0.8 0.0 0.5
H -2.5202 -2.5629 -2.1714 0.7 0.4 1.8
H -1.7272 -3.3220 -0.6961 -0.7 1.7 -0.6
H -2.8945 -1.8210 -0.5179 1.5 -0.7 -0.8
H 0.2251 -1.8303 -1.0391 -1.1 0.2 -0.9
H -0.6920 -1.1208 -2.5299 0.4 -0.4 1.9
H -2.5635 1.1207 -0.5881 0.2 -0.4 1.2
H 3.8542 2.0145 3.3367 -0.8 0.6 -0.4
Ca 1.2663 -1.3161 1.3018 -0.2 0.1 -0.4
```
Forces are in eV/Å.

* ΔE to the lowest compared entry with this formula, charge and spin: 0.0 kJ/mol
* net charge: +2
* E_tot: -49950.9838 eV